(a)
Formula: C52H83AsCl3N6PRbSbSi3
Source: the OMol25 dataset
Level of theory: ωB97M-V with the def2-TZVPD basis set

Computed properties:
E_HOMO: -12.11 eV
Spin multiplicity: 1
Net charge: +2
Orbital gap: 7.789 eV
LUMO: -4.3 eV

Geometry (Å):
Rb: 0.33 0.58 -0.57
N: 0.95 2.36 2.00
C: 1.65 2.10 3.21
C: 1.73 3.09 4.19
C: 2.44 2.87 5.36
C: 3.10 1.67 5.56
C: 3.00 0.68 4.60
C: 2.24 0.85 3.44
P: 1.99 -0.53 2.27
C: 1.12 -1.78 3.29
C: 0.72 -2.95 2.64
C: 0.05 -3.95 3.33
C: -0.26 -3.79 4.67
C: 0.11 -2.62 5.32
C: 0.79 -1.62 4.64
C: 3.69 -1.21 2.19
C: 4.71 -0.33 1.80
C: 6.01 -0.78 1.68
C: 6.33 -2.11 1.94
C: 5.32 -2.99 2.31
C: 4.01 -2.54 2.44
H: 0.66 3.33 1.95
H: 1.54 2.18 1.19
H: 1.26 4.05 4.01
H: 2.50 3.66 6.10
H: 3.69 1.51 6.45
H: 3.51 -0.27 4.76
H: 0.93 -3.07 1.59
H: -0.22 -4.87 2.81
H: -0.77 -4.58 5.21
H: -0.12 -2.49 6.37
H: 1.08 -0.73 5.17
H: 4.48 0.71 1.60
H: 6.79 -0.08 1.40
H: 7.35 -2.45 1.85
H: 5.56 -4.02 2.52
H: 3.25 -3.24 2.77
C: 5.20 0.07 -1.66
C: 5.81 1.28 -1.90
C: 5.05 2.44 -1.92
C: 3.68 2.34 -1.69
N: 3.09 1.17 -1.43
C: 3.83 0.07 -1.41
C: 2.78 3.53 -1.75
C: 3.13 4.65 -2.50
C: 2.27 5.73 -2.55
C: 1.07 5.66 -1.86
C: 0.80 4.50 -1.15
N: 1.62 3.46 -1.09
H: 5.75 -0.86 -1.63
H: 6.88 1.34 -2.08
H: 5.51 3.40 -2.08
H: 3.31 -0.85 -1.20
H: 4.06 4.67 -3.05
H: 2.52 6.61 -3.13
H: 0.36 6.48 -1.86
H: -0.13 4.40 -0.59
C: 1.93 -5.51 0.30
Si: 2.08 -4.78 -1.43
C: 1.91 -6.16 -2.68
C: 3.77 -3.98 -1.60
As: 0.46 -3.05 -1.58
Si: 0.53 -2.41 -3.87
C: 2.12 -1.45 -4.12
C: 0.47 -3.82 -5.11
C: -0.93 -1.27 -4.22
Si: -1.60 -4.19 -1.41
C: -2.98 -3.04 -1.99
C: -1.75 -5.82 -2.33
C: -1.88 -4.55 0.42
H: 2.57 -6.40 0.37
H: 0.91 -5.82 0.53
H: 2.26 -4.81 1.06
H: 2.77 -6.83 -2.57
H: 1.89 -5.81 -3.71
H: 1.01 -6.76 -2.51
H: 4.53 -4.68 -1.24
H: 3.86 -3.07 -1.01
H: 4.02 -3.75 -2.64
H: 3.00 -2.03 -3.85
H: 2.12 -0.52 -3.54
H: 2.21 -1.18 -5.17
H: 1.43 -4.32 -5.20
H: 0.23 -3.41 -6.09
H: -0.28 -4.57 -4.87
H: -1.09 -0.52 -3.45
H: -1.85 -1.82 -4.36
H: -0.72 -0.73 -5.15
H: -3.13 -3.13 -3.07
H: -2.78 -1.98 -1.78
H: -3.92 -3.32 -1.51
H: -1.44 -5.76 -3.37
H: -2.80 -6.13 -2.32
H: -1.17 -6.61 -1.85
H: -1.59 -3.72 1.06
H: -1.30 -5.42 0.74
H: -2.93 -4.79 0.60
N: -3.87 -0.54 3.50
C: -2.51 -0.14 4.01
C: -1.66 0.33 2.83
N: -1.58 -0.65 1.77
C: -2.88 -1.09 1.31
C: -3.77 -1.60 2.44
H: -4.33 0.29 3.11
H: -4.46 -0.86 4.27
H: -2.08 -1.02 4.48
H: -2.65 0.64 4.76
H: -0.67 0.57 3.20
H: -2.06 1.26 2.42
H: -1.01 -1.45 2.06
H: -2.77 -1.89 0.58
H: -3.38 -0.26 0.80
H: -3.34 -2.48 2.92
H: -4.78 -1.83 2.10
Cl: 2.31 1.90 -6.75
C: 0.95 2.72 -5.97
Cl: 1.27 4.45 -5.82
Cl: -0.55 2.43 -6.86
C: 0.79 2.16 -4.62
N: 0.65 1.71 -3.58
C: -2.51 6.15 0.65
C: -3.40 5.28 -0.24
C: -4.85 5.70 -0.12
Sb: -2.96 3.18 0.12
C: -4.53 2.57 1.52
C: -5.99 2.59 1.08
C: -4.32 3.32 2.84
C: -3.65 2.34 -1.77
C: -4.94 2.90 -2.36
C: -2.50 2.51 -2.77
H: -2.65 7.20 0.42
H: -1.45 5.92 0.54
H: -2.76 6.02 1.71
H: -3.08 5.41 -1.28
H: -5.20 5.64 0.92
H: -5.52 5.11 -0.74
H: -4.96 6.75 -0.42
H: -4.24 1.52 1.67
H: -6.30 3.57 0.73
H: -6.64 2.32 1.92
H: -6.18 1.87 0.28
H: -4.56 4.38 2.72
H: -3.29 3.26 3.20
H: -4.98 2.94 3.62
H: -3.77 1.27 -1.56
H: -4.83 3.96 -2.60
H: -5.80 2.79 -1.69
H: -5.17 2.38 -3.29
H: -2.36 3.56 -3.03
H: -2.72 1.97 -3.70
H: -1.55 2.14 -2.39

Results of the Löwdin charge analysis, in e, for atoms 1 through 6: 0.34, 0.06, -0.33, -0.03, -0.06, -0.07

---

(b)
Formula: C52H83AsCl3N6PRbSbSi3
Source: the OMol25 dataset
Level of theory: ωB97M-V with the def2-TZVPD basis set

Computed properties:
E_HOMO: -11.60 eV
Spin multiplicity: 1
Net charge: +2
Orbital gap: 7.136 eV
LUMO: -4.5 eV

Geometry (Å):
Rb: 0.75 0.00 0.54
N: -2.25 1.62 -1.04
C: -2.41 1.99 -2.40
C: -3.44 2.86 -2.76
C: -3.62 3.23 -4.08
C: -2.77 2.74 -5.07
C: -1.76 1.86 -4.71
C: -1.57 1.47 -3.39
P: -0.34 0.17 -2.94
C: -1.26 -1.27 -3.61
C: -1.89 -2.07 -2.67
C: -2.73 -3.11 -3.06
C: -2.91 -3.37 -4.41
C: -2.27 -2.59 -5.36
C: -1.45 -1.54 -4.96
C: 1.00 0.52 -4.12
C: 1.66 -0.49 -4.82
C: 2.75 -0.20 -5.64
C: 3.19 1.11 -5.76
C: 2.55 2.12 -5.06
C: 1.47 1.83 -4.24
H: -2.64 2.30 -0.41
H: -1.27 1.50 -0.82
H: -4.10 3.26 -2.00
H: -4.42 3.91 -4.34
H: -2.90 3.03 -6.10
H: -1.10 1.48 -5.48
H: -1.72 -1.87 -1.61
H: -3.22 -3.73 -2.32
H: -3.55 -4.19 -4.72
H: -2.41 -2.79 -6.41
H: -0.97 -0.93 -5.71
H: 1.32 -1.52 -4.73
H: 3.23 -0.99 -6.19
H: 4.03 1.34 -6.41
H: 2.89 3.15 -5.16
H: 0.97 2.63 -3.71
C: 4.92 -2.78 1.59
C: 4.87 -3.40 2.83
C: 3.91 -2.99 3.74
C: 3.03 -1.98 3.38
N: 3.05 -1.41 2.17
C: 3.99 -1.80 1.31
C: 2.01 -1.44 4.33
C: 2.19 -1.55 5.71
C: 1.24 -1.02 6.56
C: 0.15 -0.37 6.02
C: 0.07 -0.28 4.64
N: 0.96 -0.81 3.80
H: 5.67 -3.05 0.85
H: 5.57 -4.18 3.09
H: 3.84 -3.46 4.71
H: 3.99 -1.30 0.34
H: 3.07 -2.03 6.11
H: 1.36 -1.10 7.64
H: -0.61 0.08 6.65
H: -0.74 0.26 4.17
C: 1.70 4.63 2.01
Si: 0.55 4.09 3.38
C: 1.43 2.77 4.37
C: 0.18 5.51 4.53
As: -1.31 3.10 2.25
Si: -1.88 4.97 0.87
C: -3.67 4.90 0.29
C: -1.65 6.63 1.70
C: -0.76 4.85 -0.63
Si: -3.13 3.00 3.76
C: -4.75 3.06 2.81
C: -3.16 4.27 5.13
C: -3.16 1.29 4.59
H: 2.71 4.75 2.41
H: 1.41 5.59 1.57
H: 1.75 3.89 1.20
H: 2.39 3.19 4.70
H: 1.64 1.87 3.79
H: 0.88 2.48 5.27
H: 1.13 5.80 5.00
H: -0.50 5.23 5.33
H: -0.22 6.39 4.03
H: -4.31 5.45 0.97
H: -4.09 3.90 0.17
H: -3.72 5.40 -0.68
H: -2.10 6.66 2.70
H: -2.13 7.39 1.09
H: -0.59 6.89 1.79
H: -0.69 3.84 -1.04
H: 0.25 5.19 -0.40
H: -1.16 5.49 -1.42
H: -5.01 4.07 2.49
H: -5.55 2.71 3.47
H: -4.73 2.43 1.92
H: -3.08 5.29 4.75
H: -2.34 4.11 5.84
H: -4.10 4.19 5.69
H: -2.80 0.53 3.89
H: -4.19 1.08 4.89
H: -2.54 1.24 5.48
N: -4.25 -1.79 3.06
C: -4.50 -1.23 1.68
C: -3.17 -0.81 1.07
N: -2.18 -1.88 1.05
C: -1.98 -2.46 2.37
C: -3.27 -2.93 3.02
H: -5.13 -2.09 3.48
H: -3.88 -1.04 3.65
H: -5.19 -0.39 1.78
H: -4.98 -2.02 1.10
H: -2.76 0.04 1.63
H: -3.33 -0.44 0.06
H: -2.42 -2.58 0.37
H: -1.48 -1.73 3.01
H: -1.30 -3.32 2.29
H: -3.12 -3.27 4.04
H: -3.74 -3.73 2.45
Cl: 5.35 3.91 -0.32
C: 4.36 3.38 -1.68
Cl: 3.63 4.76 -2.50
Cl: 5.31 2.41 -2.81
C: 3.28 2.54 -1.15
N: 2.42 1.89 -0.75
C: 1.85 -4.15 -5.20
C: 1.66 -4.85 -3.86
C: 0.38 -5.68 -3.85
Sb: 1.65 -3.42 -2.23
C: 3.81 -3.17 -1.97
C: 4.67 -4.22 -2.67
C: 4.20 -1.76 -2.40
C: 1.29 -4.86 -0.63
C: 1.13 -4.14 0.70
C: 2.33 -5.97 -0.54
H: 1.98 -4.89 -6.00
H: 2.72 -3.49 -5.21
H: 0.97 -3.56 -5.45
H: 2.51 -5.51 -3.67
H: -0.50 -5.04 -3.95
H: 0.27 -6.28 -2.95
H: 0.37 -6.37 -4.70
H: 3.94 -3.28 -0.89
H: 4.54 -4.19 -3.75
H: 4.45 -5.23 -2.33
H: 5.73 -4.02 -2.47
H: 4.03 -1.61 -3.46
H: 5.26 -1.58 -2.21
H: 3.63 -0.99 -1.88
H: 0.32 -5.30 -0.90
H: 2.08 -3.70 1.03
H: 0.80 -4.83 1.49
H: 0.40 -3.32 0.63
H: 3.31 -5.57 -0.28
H: 2.42 -6.52 -1.48
H: 2.06 -6.69 0.24

Results of the Löwdin charge analysis, in e, for atoms 1 through 6: 0.35, 0.08, -0.32, -0.04, -0.06, -0.07

---

Relative energies in kcal/mol: (a) 0.0; (b) 11.2

---

(a)
Formula: H4NS
Source: the OMol25 dataset
Level of theory: ωB97M-V with the def2-TZVPD basis set

Computed properties:
E_HOMO: -2.53 eV
Spin multiplicity: 1
Net charge: -1
Orbital gap: 7.249 eV
LUMO: 4.7 eV

Geometry (Å):
N: -0.19 -1.15 0.67
H: -1.18 -1.24 0.50
H: 0.14 -0.22 0.41
H: 0.22 -1.88 0.12
S: -0.13 2.15 -1.10
H: 1.15 2.33 -0.60

Calculated atomic charges, method Löwdin, unit e: -0.01, -0.02, -0.08, -0.03, -0.41, -0.46

---

(b)
Formula: H4NS
Source: the OMol25 dataset
Level of theory: ωB97M-V with the def2-TZVPD basis set

Computed properties:
E_HOMO: -2.60 eV
Spin multiplicity: 1
Net charge: -1
Orbital gap: 7.433 eV
LUMO: 4.8 eV

Geometry (Å):
N: -0.20 -1.24 -0.44
H: -0.55 -0.77 -1.27
H: 0.11 -0.49 0.19
H: 0.67 -1.66 -0.76
S: 0.29 1.90 0.58
H: -0.32 2.26 1.70

Calculated atomic charges, method Löwdin, unit e: -0.05, -0.02, -0.14, -0.03, -0.27, -0.49

---

Relative energies in kcal/mol: (a) 1.7; (b) 0.0

---

(a)
Formula: C4H6Cl2N3
Source: the OMol25 dataset
Level of theory: ωB97M-V with the def2-TZVPD basis set

Computed properties:
E_HOMO: -13.06 eV
Spin multiplicity: 1
Net charge: +1
Orbital gap: 8.511 eV
LUMO: -4.5 eV

Geometry (Å):
C: -2.14 0.36 0.15
C: -0.41 1.85 -0.42
C: 1.15 0.01 0.07
C: 0.09 -0.94 0.43
N: -1.49 1.43 0.04
N: 0.75 1.33 -0.37
N: 0.45 -2.21 0.57
Cl: 2.15 -0.71 -1.39
Cl: -2.42 -0.83 -1.08
H: -2.74 0.22 1.11
H: -0.28 2.94 -0.68
H: 2.06 0.09 0.88
H: 1.52 1.81 -0.79
H: -0.18 -2.96 0.87
H: 1.49 -2.40 0.62

Results of the Löwdin charge analysis, in e, for atoms 1 through 6: -0.52, -0.16, -0.56, -0.19, 0.08, 0.04

---

(b)
Formula: C4H6Cl2N3
Source: the OMol25 dataset
Level of theory: ωB97M-V with the def2-TZVPD basis set

Computed properties:
E_HOMO: -14.92 eV
Spin multiplicity: 1
Net charge: +1
Orbital gap: 10.239 eV
LUMO: -4.7 eV

Geometry (Å):
H: -1.53 0.90 -1.89
N: -0.92 0.92 -1.05
C: -1.16 1.92 -0.33
Cl: -2.45 3.06 -0.36
N: -0.45 2.15 0.87
C: 0.44 1.32 1.40
N: 1.00 0.38 0.76
C: 1.09 -0.12 -0.43
C: 0.48 -1.48 -0.69
Cl: 2.02 0.44 -1.71
H: -0.59 2.92 1.50
H: 0.64 1.62 2.45
H: -0.19 -1.97 0.05
H: 1.26 -2.20 -0.67
H: -0.12 -1.59 -1.63

Results of the Löwdin charge analysis, in e, for atoms 1 through 6: 0.12, 0.12, -0.78, 0.79, 0.05, -0.09

---

Relative energies in kcal/mol: (a) 51.2; (b) 0.0

---

(a)
Formula: C4H10O2Si
Source: the OMol25 dataset
Level of theory: ωB97M-V with the def2-TZVPD basis set

Computed properties:
E_HOMO: -9.15 eV
Spin multiplicity: 1
Net charge: 0
Orbital gap: 9.844 eV
LUMO: 0.7 eV

Geometry (Å):
C: -1.40 -0.89 1.98
C: -0.70 -0.38 0.72
C: -1.53 -0.04 -0.44
C: 0.65 -0.27 0.58
Si: 1.83 0.45 -0.85
O: 1.58 -0.27 -2.30
O: 1.31 1.91 -1.26
H: -2.37 -0.51 2.01
H: -1.43 -1.92 2.24
H: -0.82 -0.45 2.82
H: -2.22 -0.84 -0.58
H: -0.86 -0.14 -1.34
H: -2.03 1.01 -0.51
H: 0.97 -0.55 1.59
H: 3.29 0.36 -0.81
H: 2.24 -0.17 -3.08
H: 1.49 2.72 -0.77

Results of the Löwdin charge analysis, in e, for atoms 1 through 6: -0.05, -0.43, -0.10, -0.09, 0.38, -0.22

---

(b)
Formula: C4H10O2Si
Source: the OMol25 dataset
Level of theory: ωB97M-V with the def2-TZVPD basis set

Computed properties:
E_HOMO: -8.68 eV
Spin multiplicity: 1
Net charge: 0
Orbital gap: 8.675 eV
LUMO: 0.0 eV

Geometry (Å):
C: 2.63 0.38 -2.39
C: -0.02 -1.94 -0.13
C: 0.76 0.87 1.25
C: -1.56 0.78 -1.02
O: 1.41 0.12 -2.01
O: 3.17 0.34 -3.49
Si: -0.10 -0.05 -0.16
H: 3.28 0.70 -1.51
H: -0.06 -2.32 -1.15
H: 0.91 -2.29 0.31
H: -0.85 -2.38 0.43
H: 0.51 1.93 1.25
H: 0.49 0.46 2.22
H: 1.84 0.80 1.15
H: -1.22 1.67 -1.55
H: -2.01 0.12 -1.75
H: -2.33 1.08 -0.31

Results of the Löwdin charge analysis, in e, for atoms 1 through 6: -0.55, -0.18, -0.17, -0.17, -0.17, -0.02

---

Relative energies in kcal/mol: (a) 0.0; (b) 22.6